C46H92Cl4O33 | wB97M-V/def2-TZVPD

CARTESIAN COORDINATES (ANGSTROEM)
1 Cl -18.90 2.44 8.37
2 Cl -20.24 15.14 5.33
3 Cl -20.22 13.36 7.67
4 Cl -19.78 -0.07 9.60
5 O -12.43 13.45 6.66
6 O -9.47 -2.72 12.84
7 O -19.24 17.76 10.87
8 O -12.15 12.82 4.54
9 O -9.55 -1.45 10.85
10 O -19.28 18.33 13.15
11 O -5.65 4.47 8.89
12 O -10.39 1.63 4.39
13 O -16.28 6.29 2.79
14 O -12.34 0.76 3.52
15 O -17.05 8.03 1.46
16 O -7.71 -1.55 11.99
17 O -23.13 7.16 5.98
18 O -15.13 6.39 16.80
19 O -15.10 6.33 9.85
20 O -24.07 9.31 5.99
21 O -20.91 19.01 11.73
22 O -18.42 6.51 2.50
23 O -14.14 12.56 5.71
24 O -21.53 10.14 14.27
25 O -7.84 4.22 8.08
26 O -16.79 5.12 16.91
27 O -19.33 10.63 13.89
28 O -11.59 -3.99 17.04
29 O -20.78 12.17 13.42
30 O -14.88 4.18 16.24
31 O -15.69 8.46 10.61
32 O -12.19 1.72 5.56
33 O -11.26 -1.88 17.95
34 O -22.18 8.96 7.13
35 O -6.29 4.94 6.74
36 O -12.65 -2.31 16.10
37 O -15.84 7.95 8.37
38 C -15.24 13.03 3.62
39 C -23.19 8.34 6.35
40 C -9.64 1.39 3.18
41 C -9.21 2.71 2.48
42 C -15.52 7.63 9.60
43 C -17.58 3.90 16.79
44 C -22.88 20.41 12.20
45 C -11.78 -2.65 17.11
46 C -18.14 16.90 11.01
47 C -11.71 1.42 4.35
48 C -17.23 7.02 2.16
49 C -19.57 7.11 1.99
50 C -14.91 4.26 11.14
51 C -6.85 -1.74 13.09
52 C -20.64 10.89 13.92
53 C -21.06 8.12 7.55
54 C -8.98 -1.95 12.01
55 C -13.80 6.78 16.43
56 C -8.36 3.68 9.30
57 C -10.67 -4.51 18.06
58 C -20.53 13.54 5.91
59 C -25.21 8.99 5.18
60 C -12.10 -1.97 11.08
61 C -10.79 -1.77 10.26
62 C -12.82 12.90 5.54
63 C -4.93 5.15 6.32
64 C -21.40 7.44 8.88
65 C -18.80 9.50 14.54
66 C -6.49 4.57 8.04
67 C -8.75 4.80 10.27
68 C -10.22 -5.90 17.60
69 C -13.59 1.56 5.99
70 C -14.84 5.79 11.19
71 C -22.09 12.76 13.33
72 C -14.91 6.36 2.39
73 C -14.00 6.08 3.66
74 C -21.95 14.23 13.23
75 C -17.21 2.82 17.84
76 C -13.04 -0.99 15.93
77 C -16.22 9.72 10.52
78 C -11.13 14.06 6.78
79 C -20.17 1.24 8.48
80 C -14.97 11.97 4.74
81 C -19.74 18.40 11.98
82 C -15.51 5.16 16.55
83 C -21.65 19.72 12.78
84 H -18.76 9.64 15.62
85 H -10.83 14.17 7.83
86 H -6.58 -2.79 13.24
87 H -14.39 5.19 4.15
88 H -12.81 -2.44 10.40
89 H -14.17 3.83 10.47
90 H -20.53 0.78 7.56
91 H -11.84 -2.58 11.94
92 H -13.44 0.85 6.81
93 H -17.31 9.74 10.51
94 H -13.08 6.36 17.14
95 H -18.42 16.15 11.75
96 H -17.22 3.21 18.86
97 H -15.77 5.96 11.75
98 H -20.46 7.01 9.24
99 H -15.86 11.75 5.34
100 H -11.05 -6.57 17.35
101 H -19.71 8.11 2.39
102 H -14.27 1.23 5.21
103 H -20.96 1.76 9.03
104 H -7.41 -1.45 13.98
105 H -20.85 7.33 6.83
106 H -25.83 9.85 5.44
107 H -25.64 8.07 5.55
108 H -15.87 10.41 9.74
109 H -14.28 13.31 3.18
110 H -4.74 6.21 6.48
111 H -14.06 6.86 4.41
112 H -19.96 12.75 5.41
113 H -22.88 14.77 13.41
114 H -21.62 13.47 5.86
115 H -17.20 17.41 11.22
116 H -9.37 5.63 9.94
117 H -14.81 3.88 12.16
118 H -8.69 0.87 3.36
119 H -17.78 9.32 14.19
120 H -19.50 7.10 0.90
121 H -12.48 -1.00 11.41
122 H -17.35 3.49 15.80
123 H -19.19 8.50 14.34
124 H -23.39 20.87 13.05
125 H -8.53 3.23 3.16
126 H -10.32 13.47 6.35
127 H -12.93 5.90 3.54
128 H -22.51 12.41 12.39
129 H -21.65 14.52 12.23
130 H -17.85 16.44 10.07
131 H -14.65 10.97 4.43
132 H -21.67 8.11 9.69
133 H -4.82 4.96 5.25
134 H -24.89 8.95 4.13
135 H -10.97 -1.24 9.32
136 H -11.20 14.95 6.16
137 H -22.81 21.13 11.39
138 H -15.90 3.95 10.82
139 H -9.19 2.98 9.18
140 H -13.50 6.71 15.39
141 H -21.15 14.54 13.91
142 H -22.16 6.69 8.67
143 H -10.49 -2.74 9.87
144 H -16.23 2.41 17.61
145 H -13.92 6.24 11.55
146 H -9.47 -5.89 16.81
147 H -10.23 0.81 2.46
148 H -13.80 -0.96 15.16
149 H -20.90 20.38 13.21
150 H -14.66 7.32 1.96
151 H -9.64 -6.36 18.41
152 H -20.13 8.68 7.59
153 H -9.35 4.34 11.06
154 H -14.09 2.45 6.38
155 H -6.06 -1.00 12.98
156 H -13.71 7.85 16.58
157 H -15.93 12.64 2.87
158 H -13.43 -0.48 16.81
159 H -23.47 19.62 11.73
160 H -8.71 2.61 1.52
161 H -17.83 1.93 17.78
162 H -4.13 4.66 6.87
163 H -14.83 5.61 1.60
164 H -11.14 -4.51 19.04
165 H -18.66 4.01 16.70
166 H -7.83 5.12 10.76
167 H -10.11 3.32 2.37
168 H -15.86 10.36 11.33
169 H -20.42 6.47 2.22
170 H -7.52 3.21 9.81
171 H -9.81 -3.87 18.21
172 H -22.65 12.38 14.19
173 H -12.14 -0.50 15.54
174 H -15.77 13.92 3.96
175 H -21.87 18.96 13.53

## Properties
- Orbital gap: 0.38386 hartree
- LUMO energy: 0.0018 Eh
- DFT total energy: -166845.5266 eV